ORCA calculation (the ωB97M-V functional and the def2-TZVPD basis) on a structure of composition C27H50OP2Sn at a distorted geometry.

Structure (XYZ):
```
81
Properties=species:S:1:pos:R:3:forces:R:3
Sn -0.265846 -0.111480 1.100283 -0.651 -0.486 2.320
C -0.391077 -2.753200 3.051470 -0.586 0.387 0.255
C 0.971458 -2.850922 2.622549 0.732 -0.015 -0.059
C 0.862228 -1.283389 4.303906 -0.111 -0.184 0.126
C -0.452049 -1.784196 4.097132 0.208 -0.132 0.023
C 1.743832 -1.943834 3.402183 -0.293 -0.115 0.181
C -1.554599 -3.500179 2.521152 -0.192 -0.179 -0.198
H -1.340210 -3.977716 1.555864 -0.024 0.123 0.323
H -2.429839 -2.842064 2.393610 0.308 -0.212 0.120
H -1.848521 -4.294442 3.227617 0.044 0.181 -0.161
C -1.663737 -1.378900 4.839263 -0.277 0.087 -0.009
H -2.571856 -1.693591 4.314304 0.171 0.096 0.145
H -1.699786 -0.290313 4.979847 0.063 -0.248 -0.043
H -1.685263 -1.846672 5.835339 0.071 0.093 -0.154
C 1.227483 -0.234403 5.282832 0.232 0.333 0.064
H 1.134293 -0.606897 6.317612 -0.041 0.101 -0.312
H 0.563147 0.643824 5.183675 0.171 -0.381 0.043
H 2.266078 0.098371 5.141590 -0.364 -0.105 0.120
C 3.203243 -1.710818 3.303555 0.223 0.094 -0.127
H 3.739519 -2.228792 4.114135 -0.108 0.129 -0.173
H 3.434108 -0.639683 3.397175 -0.002 -0.273 0.014
H 3.608080 -2.077792 2.353349 -0.059 0.050 0.238
C 1.498654 -3.748981 1.568221 0.058 -0.174 -0.298
H 1.913906 -4.671322 2.010833 -0.103 0.251 -0.095
H 2.313985 -3.272399 1.000879 -0.254 -0.162 0.212
H 0.715738 -4.055855 0.860039 0.242 0.101 0.238
C -1.699783 0.604340 -4.500717 -0.600 -0.568 -0.411
C -1.716451 -0.732125 -4.641576 -0.661 0.939 -0.275
C -0.888743 -1.492330 -5.629283 0.357 -0.254 -0.214
C 0.514962 -0.901778 -5.914585 -0.149 -0.416 -0.137
C 1.252615 -0.350896 -4.721179 0.500 0.477 -0.210
C 1.289194 0.952742 -4.403664 0.599 -0.554 -0.794
C 0.414770 2.015634 -5.009859 -0.164 0.181 -0.200
C -0.995073 1.540822 -5.448151 0.106 0.491 -0.003
H -1.403854 -1.564837 -6.601361 -0.065 -0.067 0.339
H 0.444760 -0.157899 -6.717065 0.181 -0.188 0.349
H -0.777965 -2.526556 -5.270866 -0.039 0.195 -0.100
H -0.945170 1.115634 -6.458014 -0.135 0.065 0.412
H -2.381715 1.089201 -3.789334 0.199 -0.299 -0.314
H -2.474554 -1.323039 -4.118574 0.272 0.223 0.136
H -1.621589 2.439794 -5.545683 0.155 -0.212 -0.005
H 0.303087 2.830645 -4.276100 0.107 -0.149 -0.250
H 2.055277 1.326890 -3.716927 -0.242 -0.284 0.038
H 0.891246 2.466283 -5.897103 0.022 -0.075 0.362
H 1.120540 -1.719277 -6.326264 -0.072 0.190 0.041
H 1.898423 -1.068638 -4.197212 -0.108 0.388 -0.118
P -1.293074 0.024999 -1.210200 0.931 0.597 1.098
P 1.775354 1.250930 0.274116 -0.581 0.036 0.028
C -0.146959 1.280932 -1.912697 -0.077 -0.081 -0.785
C 0.889875 2.097552 -1.090145 0.008 0.271 -0.176
H -0.765676 1.989911 -2.487020 0.345 -0.258 0.191
H 0.380867 0.672212 -2.663097 -0.192 0.390 0.213
H 1.686580 2.453004 -1.767190 -0.477 0.052 -0.079
H 0.400377 2.993025 -0.672181 0.246 -0.289 0.052
C 2.659165 2.470920 1.284431 0.167 0.327 0.037
H 3.387958 1.952278 1.928324 -0.273 0.132 -0.280
H 1.972511 3.039355 1.929350 0.197 -0.273 -0.309
H 3.202071 3.171366 0.629862 -0.112 -0.208 0.230
C 3.043777 0.167912 -0.440377 0.194 0.027 -0.171
H 3.655065 0.732859 -1.157902 -0.079 -0.191 0.157
H 2.597552 -0.695938 -0.948369 0.036 0.217 0.060
H 3.695402 -0.206049 0.362952 -0.209 0.132 -0.213
C -3.044454 0.445349 -1.198677 -0.619 -0.063 -0.487
H -3.570668 -0.271313 -0.546988 0.221 0.280 -0.178
H -3.497246 0.395062 -2.200715 0.115 0.007 0.361
H -3.182086 1.462565 -0.794689 0.177 -0.420 -0.115
C -0.888420 -1.694049 -1.713100 -0.084 -0.115 -0.753
H 0.112330 -1.996486 -1.360735 -0.347 0.336 0.114
H -0.906503 -1.847636 -2.804991 0.006 0.226 0.570
H -1.628554 -2.375083 -1.271329 0.146 0.236 0.049
C -0.682915 3.524132 2.997188 0.088 0.105 0.333
C -1.690196 2.462815 2.600884 -0.330 0.271 -0.753
C -2.829471 2.418646 3.594328 -0.050 -0.078 0.454
O -1.105423 1.179133 2.489320 0.666 -0.908 -0.645
H -1.208065 4.462779 3.211613 0.195 -0.130 -0.067
H 0.056462 3.728481 2.217160 -0.105 -0.079 0.029
H -0.164571 3.211343 3.915606 -0.051 0.102 -0.210
H -2.134991 2.756620 1.633648 0.126 -0.024 -0.002
H -3.612678 1.721197 3.297305 0.066 -0.043 -0.057
H -2.460257 2.122436 4.584747 -0.044 0.036 -0.127
H -3.276099 3.409806 3.694675 -0.025 -0.062 -0.007
```
Positions in Å, forces in eV/Å.

Output
HOMO (spin up / spin down)	-13.0 / -13.0	eV
energy relative to the best compared isomer or geometry (same formula, charge and spin)	0.0	kcal per mole
LUMO (spin up / spin down)	-7.75 / -7.85	eV
Kohn-Sham gap (spin up / spin down)	0.1937 / 0.1905	Ha
charge	+2

Formally, the Mulliken partial charges of the atoms, in units of the elementary charge, are as follows:
1 Sn 0.08
2 C 0.38
3 C 0.58
4 C 0.95
5 C 0.71
6 C 0.56
7 C -1.39
8 H 0.34
9 H 0.35
10 H 0.35
11 C -1.22
12 H 0.37
13 H 0.14
14 H 0.35
15 C -1.41
16 H 0.36
17 H 0.21
18 H 0.42
19 C -1.39
20 H 0.34
21 H 0.29
22 H 0.37
23 C -1.60
24 H 0.33
25 H 0.36
26 H 0.38
27 C -0.06
28 C -0.85
29 C -0.83
30 C -0.94
31 C -0.26
32 C -0.48
33 C -0.52
34 C -1.42
35 H 0.40
36 H 0.30
37 H 0.37
38 H 0.39
39 H 0.77
40 H 0.81
41 H 0.41
42 H 0.32
43 H 0.64
44 H 0.45
45 H 0.44
46 H 0.44
47 P 0.24
48 P 0.90
49 C 0.23
50 C -1.27
51 H 0.82
52 H -0.93
53 H 0.60
54 H 0.35
55 C -1.10
56 H 0.40
57 H 0.21
58 H 0.44
59 C -1.30
60 H 0.46
61 H 0.22
62 H 0.42
63 C -1.19
64 H 0.43
65 H 0.40
66 H 0.42
67 C -0.75
68 H 0.20
69 H -0.13
70 H 0.50
71 C -1.26
72 C 0.89
73 C -1.55
74 O -0.28
75 H 0.49
76 H 0.07
77 H 0.26
78 H 0.09
79 H 0.34
80 H 0.31
81 H 0.44

ORCA calculation (the ωB97M-V functional and the def2-TZVPD basis) on a cluster of 7 separate species, C27H51BBrClNO18 in total at a distorted geometry.

Structure (XYZ):
```
100
Properties=species:S:1:pos:R:3:forces:R:3
C -0.821099 -1.254526 3.357222 -1.131 -1.935 -5.491
C -1.083691 -1.624357 2.126649 -0.139 1.163 5.646
C -1.673148 -2.138864 0.747392 0.957 -0.815 1.286
B -1.778253 -1.006087 -0.437768 0.151 1.161 0.562
Br -1.502975 -2.045610 -2.194980 0.210 -1.345 -0.173
C -0.519251 0.097831 -0.420980 0.728 1.595 -0.357
C -0.952946 1.574662 -0.007105 -0.458 1.474 -0.516
C -0.737287 2.111761 1.492594 0.947 -0.457 -0.761
N -1.470159 2.465422 -0.854022 1.348 -3.012 1.391
C -3.261104 -0.312136 -0.589729 -1.390 -0.349 -0.291
C -3.972792 0.085867 0.788942 0.008 1.103 -0.528
C -4.226894 1.656199 1.007447 -0.603 -0.060 1.056
Cl -5.677643 -0.701474 0.777327 0.607 0.058 0.278
H -0.551343 -1.041143 4.445810 -0.462 -0.360 -2.420
H -2.693040 -2.661549 0.896365 1.599 0.781 0.201
H -0.940885 -2.947886 0.367904 -1.090 1.176 0.778
H 0.367904 -0.243817 0.210602 -1.105 0.453 -0.617
H -0.119867 0.181733 -1.503236 -0.569 0.032 1.689
H 0.249733 2.713368 1.456626 -1.531 -0.795 0.123
H -1.571421 2.796187 1.849356 1.084 -0.938 -0.624
H -0.552262 1.244655 2.207467 -0.467 1.130 -0.891
H -1.506726 1.971433 -1.774286 0.017 0.588 0.582
H -3.283918 0.573374 -1.332683 0.017 -1.203 1.330
H -3.933813 -1.114065 -1.081809 0.999 1.237 0.830
H -3.474123 -0.311437 1.730323 -0.612 0.209 -1.428
H -5.335207 1.838912 1.275837 1.726 -0.366 -0.491
H -3.975178 2.314033 0.115716 -0.012 -1.026 1.217
H -3.649042 1.957015 1.960508 -0.696 -0.163 -1.720
C -3.434562 -7.304450 3.814696 -0.039 -0.325 -0.037
O -3.009265 -5.946069 3.875130 -0.179 0.179 0.054
C -4.013239 -5.059472 3.992206 0.141 0.421 -0.054
O -5.189816 -5.325171 4.047021 0.400 -0.049 0.019
O -3.478658 -3.831136 4.037308 -0.082 -0.633 0.041
C -4.435697 -2.779613 4.161602 -0.279 0.459 -0.030
H -2.544735 -7.928028 3.721162 0.055 0.301 0.010
H -3.959134 -7.585427 4.730885 -0.097 0.071 -0.162
H -4.067551 -7.471823 2.940449 -0.067 0.052 0.183
H -4.999771 -2.880151 5.091943 -0.042 -0.118 -0.155
H -5.108133 -2.766513 3.301073 0.004 -0.067 0.150
H -3.892005 -1.834649 4.188060 0.213 -0.274 -0.086
C -2.442199 -0.073560 -4.386391 0.077 -0.168 0.411
O -2.181267 1.208454 -4.973001 -0.451 0.471 -0.887
C -2.903571 1.474560 -6.069117 0.144 -0.349 0.576
O -3.720838 0.746425 -6.576890 0.264 0.408 -0.012
O -2.557890 2.701536 -6.508708 -0.505 -0.293 -0.062
C -3.254093 3.119523 -7.679925 -0.142 0.127 -0.247
H -1.801072 -0.179231 -3.507176 -0.206 0.490 -0.618
H -3.483488 -0.144252 -4.064080 0.087 -0.018 -0.150
H -2.199356 -0.874971 -5.087486 -0.107 0.110 0.043
H -4.328250 3.175203 -7.490770 0.098 -0.158 -0.077
H -3.043090 2.447171 -8.514625 -0.162 -0.029 0.123
H -2.897424 4.116891 -7.941314 0.125 -0.100 0.240
C 2.411492 -2.253949 2.359012 -0.573 -0.268 0.109
O 3.653707 -1.741407 1.867920 0.566 0.418 0.227
C 4.243528 -0.853071 2.679860 -0.371 -0.265 -0.216
O 3.821480 -0.473496 3.744549 0.305 -0.069 -0.333
O 5.391582 -0.456967 2.099756 -0.142 -0.106 0.068
C 6.130008 0.496659 2.858835 0.205 0.239 0.128
H 2.028742 -2.962584 1.623847 0.267 0.134 -0.070
H 2.566044 -2.785507 3.300871 -0.026 0.178 -0.026
H 1.673253 -1.460135 2.480954 0.210 -0.062 0.081
H 6.426244 0.076410 3.822600 -0.173 0.104 -0.024
H 5.549437 1.411194 2.998375 -0.001 -0.159 0.128
H 7.032078 0.742724 2.297413 -0.181 -0.196 -0.135
C 5.403538 -4.372905 0.375573 0.007 0.518 0.122
O 5.420998 -5.717362 -0.104854 -0.262 -0.425 0.002
C 4.297161 -6.406036 0.149617 0.088 0.157 -0.025
O 3.325064 -5.987830 0.726925 0.367 -0.223 -0.192
O 4.444983 -7.644680 -0.351729 0.086 0.273 0.078
C 3.316557 -8.493216 -0.151823 -0.302 -0.269 0.014
H 6.357446 -3.912771 0.116036 -0.041 -0.293 -0.091
H 4.604367 -3.802858 -0.102493 -0.004 -0.096 0.210
H 5.295256 -4.353038 1.462055 -0.170 0.011 -0.145
H 2.434576 -8.085573 -0.650424 0.057 0.044 0.200
H 3.125949 -8.636455 0.914061 -0.083 0.155 -0.114
H 3.546490 -9.462862 -0.594824 0.224 0.210 -0.027
C 3.728180 4.577564 -3.474745 0.247 -0.003 0.279
O 2.797216 4.797944 -4.531757 -0.160 -0.091 -0.106
C 1.900950 3.806996 -4.690641 -0.263 -0.076 -0.138
O 1.837551 2.799173 -4.033124 0.139 0.412 -0.244
O 1.091219 4.137621 -5.708729 0.563 0.072 0.311
C 0.079601 3.167408 -5.991937 -0.173 -0.137 -0.046
H 4.399953 5.436034 -3.438179 -0.215 0.018 -0.212
H 3.211397 4.501745 -2.515492 0.047 -0.170 -0.124
H 4.322513 3.681117 -3.664971 -0.183 -0.006 0.110
H -0.579354 3.037217 -5.133726 0.247 -0.068 -0.099
H 0.529962 2.214916 -6.281849 -0.030 0.034 0.211
H -0.511417 3.536368 -6.827334 0.375 0.248 0.164
C 2.250206 6.782085 4.685216 0.241 0.074 0.256
O 1.159870 6.356190 3.872280 0.004 0.044 -0.288
C 1.358590 6.522363 2.553226 -0.304 -0.167 -0.177
O 2.348006 6.984725 2.038732 -0.275 -0.116 0.260
O 0.265997 6.085026 1.910581 0.409 0.198 0.435
C 0.335785 6.200947 0.489339 -0.136 -0.031 -0.562
H 1.979835 6.601432 5.726126 -0.209 -0.085 -0.207
H 3.149525 6.205914 4.456591 -0.055 0.173 -0.087
H 2.433166 7.851207 4.555907 0.090 -0.142 -0.112
H 1.158488 5.601682 0.093923 -0.019 0.162 0.072
H 0.442010 7.247109 0.193072 0.168 -0.108 0.080
H -0.597693 5.818181 0.075835 0.060 -0.089 0.317
```
Positions in Å, forces in eV/Å.

Output
HOMO	-5.9	eV
LUMO	2.10	eV
Kohn-Sham gap	0.2951	Ha
charge	-1

These are the Mulliken partial charges, in e, on atoms 1 to 99:
1 C -0.93
2 C 0.53
3 C -0.44
4 B 0.37
5 Br -0.45
6 C -0.20
7 C 0.55
8 C -0.80
9 N -0.67
10 C -1.07
11 C 1.24
12 C -1.07
13 Cl -0.30
14 H 0.30
15 H 0.10
16 H 0.26
17 H -0.10
18 H 0.30
19 H 0.27
20 H 0.25
21 H 0.00
22 H 0.21
23 H -0.01
24 H 0.48
25 H -0.33
26 H 0.42
27 H 0.24
28 H 0.14
29 C -0.65
30 O -0.28
31 C 0.74
32 O -0.56
33 O -0.21
34 C -0.68
35 H 0.22
36 H 0.29
37 H 0.29
38 H 0.37
39 H 0.30
40 H 0.16
41 C -0.42
42 O -0.20
43 C 0.61
44 O -0.57
45 O -0.23
46 C -0.79
47 H -0.32
48 H 0.36
49 H 0.42
50 H 0.33
51 H 0.32
52 H 0.25
53 C -0.60
54 O -0.24
55 C 0.72
56 O -0.55
57 O -0.32
58 C -0.65
59 H 0.27
60 H 0.38
61 H 0.12
62 H 0.29
63 H 0.29
64 H 0.22
65 C -0.57
66 O -0.33
67 C 0.77
68 O -0.53
69 O -0.34
70 C -0.61
71 H 0.27
72 H 0.29
73 H 0.27
74 H 0.30
75 H 0.28
76 H 0.21
77 C -0.53
78 O -0.35
79 C 0.81
80 O -0.54
81 O -0.38
82 C -0.39
83 H 0.21
84 H 0.21
85 H 0.29
86 H 0.24
87 H 0.29
88 H 0.16
89 C -0.63
90 O -0.31
91 C 0.78
92 O -0.55
93 O -0.29
94 C -0.66
95 H 0.22
96 H 0.28
97 H 0.29
98 H 0.27
99 H 0.33

- What is the charge in the first record?
  +2